Entry 1:
{"formula": "C5H10N2", "method": "wB97M-V/def2-TZVPD", "molar_mass_g_mol": 98.1, "smiles": "C/C=N\\NC1CC1", "homo_ev": -8.64, "e_tot_ev": -8321.365, "symbols": ["C", "C", "N", "N", "C", "C", "C", "H", "H", "H", "H", "H", "H", "H", "H", "H", "H"], "positions_angstrom": [[1.99882, 0.78197, -0.15040], [1.90967, -0.65660, 0.27730], [0.76612, -1.36914, -0.07718], [-0.04170, -0.61229, -1.01496], [-0.68280, 0.28867, -0.31802], [-2.16249, 0.03956, -0.25906], [-1.34839, -0.21180, 1.00801], [0.97399, 1.39041, -0.01560], [2.30908, 0.87302, -1.33323], [2.81738, 1.35982, 0.68835], [2.32051, -1.34007, 1.15733], [-0.66825, -1.12743, -1.57673], [-0.28256, 1.35184, -0.19412], [-2.82670, 0.91256, -0.33673], [-2.60504, -0.85746, -0.89062], [-1.48303, 0.45451, 1.76266], [-0.99458, -1.27757, 1.27299]], "atomic_forces_ev_per_a": [[2.5452, 2.6523, 0.9056], [-5.8305, -3.8849, 0.5192], [4.8662, 1.5889, -1.1438], [4.4975, -2.3248, -0.5829], [-4.4837, 4.2715, 3.5900], [-1.3522, -0.7653, -0.8402], [0.6594, -3.0382, -3.0655], [3.4640, -1.5798, -0.1344], [-0.5360, -0.1235, 3.1830], [-2.1195, -1.5782, -3.0311], [0.1114, 2.3268, -1.8961], [-0.0837, -1.3462, -0.3092], [-1.8176, -1.2761, -0.8244], [0.2603, -0.4559, 0.4347], [1.1426, 1.8279, 1.4327], [-0.2312, 1.7315, 2.1304], [-1.0920, 1.9738, -0.3681]]}


Entry 2:
{"formula": "C5H10N2", "method": "wB97M-V/def2-TZVPD", "molar_mass_g_mol": 98.1, "homo_ev": -9.09, "e_tot_ev": -8321.445, "symbols": ["C", "C", "C", "C", "C", "N", "N", "H", "H", "H", "H", "H", "H", "H", "H", "H", "H"], "positions_angstrom": [[-0.39325, 0.83455, -0.39444], [3.01505, -0.15272, -0.00930], [-1.04527, -0.39831, 0.29698], [1.75972, -1.03818, -0.34006], [-2.53258, -0.53027, 0.01257], [0.84794, 1.25489, 0.14407], [1.72711, 0.21154, -0.09303], [-0.42624, 0.67041, -1.48192], [-0.99911, 1.72229, -0.39578], [3.53078, -0.44024, 0.88339], [3.70253, 0.04034, -0.77088], [-0.78294, -0.54837, 1.35798], [-0.46076, -1.35493, -0.22658], [-2.84261, -0.76352, -0.96499], [-2.64564, 0.53990, 0.21018], [-3.05176, -1.27554, 0.64586], [0.59702, 1.22819, 1.12595]], "atomic_forces_ev_per_a": [[-2.5629, -0.5703, -1.1020], [2.4529, -1.6554, 0.4874], [2.5967, -4.0309, -2.6136], [0.1626, 0.3453, -0.4553], [0.7880, 1.0757, 1.8947], [0.2287, 0.2149, -0.1087], [-1.7050, -0.4814, 0.6130], [0.9126, -0.3514, 0.1945], [-0.8628, 0.5024, 0.7827], [-0.1560, 0.3159, 1.0089], [0.8092, 0.6986, -1.4290], [-0.2668, 0.6112, -0.2242], [-1.4496, 2.3219, 1.5241], [0.1879, -0.0759, -1.5142], [-2.3082, -0.1726, 0.1934], [0.2679, 0.9294, 0.1362], [0.9048, 0.3226, 0.6120]]}


Entry 3:
{"formula": "C5H10N2", "method": "wB97M-V/def2-TZVPD", "molar_mass_g_mol": 98.1, "homo_ev": [-7.48, -7.48], "e_tot_ev": -8324.179, "symbols": ["C", "C", "C", "C", "C", "N", "N", "H", "H", "H", "H", "H", "H", "H", "H", "H", "H"], "positions_angstrom": [[0.67985, -0.45581, -0.69353], [0.35658, -1.90630, -0.54551], [-0.52059, 0.31487, -0.10463], [-0.83795, -0.39476, 1.23998], [-0.14383, 1.83536, 0.00099], [-0.04274, -1.36917, 1.59359], [0.51158, -2.24200, 0.80103], [1.50497, -0.17346, -0.04952], [0.79594, -0.36264, -1.84320], [-0.72433, -1.92163, -0.67533], [0.88577, -2.68016, -1.07498], [-1.39328, 0.19323, -0.83109], [-1.06027, 0.38292, 1.96875], [0.14800, 2.20525, -0.91724], [0.51959, 1.96505, 0.78663], [-1.01342, 2.43755, 0.32707], [-0.07602, -1.74907, 2.59262]], "atomic_forces_ev_per_a": [[-0.6690, 0.6529, -2.5886], [-0.5206, -0.1104, 1.2505], [-0.4368, -0.2710, -1.6292], [0.2002, 3.4570, -1.0341], [-3.4639, -1.7711, 1.3733], [-0.2317, -3.0201, 1.2779], [0.7654, -0.8069, 2.7017], [0.8106, -0.0549, -0.6215], [0.2537, 0.9126, 1.9713], [-0.6692, -0.5931, -0.8659], [0.1343, 0.2136, -0.7661], [0.9605, 0.3505, 0.9744], [-0.3643, -0.7739, 0.6169], [0.9946, 0.7228, -1.8214], [1.9169, 0.2921, 1.1620], [0.0642, -0.3430, -0.2750], [0.2553, 1.1427, -1.7262]]}


Entry 4:
{"formula": "C5H10N2", "method": "wB97M-V/def2-TZVPD", "molar_mass_g_mol": 98.1, "homo_ev": [-7.28, -7.29], "e_tot_ev": -8323.194, "symbols": ["C", "C", "C", "C", "N", "C", "N", "H", "H", "H", "H", "H", "H", "H", "H", "H", "H"], "positions_angstrom": [[-0.81094, -1.55663, 0.49970], [-1.62428, 0.59928, -0.58626], [0.77619, 0.42298, 0.13778], [-0.48841, -0.19956, -0.03459], [0.91427, 1.81902, 0.30651], [1.49372, -0.33336, -0.92845], [1.91050, -0.59619, 0.42464], [0.73687, 2.12728, 1.25521], [1.79956, 2.16649, -0.04081], [2.68088, 0.03933, 0.63175], [1.15573, -1.21136, -1.48189], [0.08980, -2.08733, 0.80206], [-1.38134, -2.14063, -0.22914], [-1.45688, -1.45035, 1.38150], [-1.27658, 1.50095, -1.08864], [-2.22154, -0.00873, -1.27245], [-2.29758, 0.90880, 0.22309]], "atomic_forces_ev_per_a": [[0.0463, -0.0758, -0.0742], [0.0724, -0.0017, -0.2282], [-0.3238, -0.0452, -0.0305], [0.9363, 0.0422, 0.7342], [-0.0574, -0.0283, -0.0345], [0.3816, -0.1010, -0.5733], [-0.9229, 0.1419, 0.4506], [0.0781, -0.0921, -0.0588], [-0.0952, -0.0466, -0.0303], [-0.0999, -0.0325, -0.0688], [-0.2909, 0.2486, -0.0785], [-0.0335, 0.0108, -0.0270], [0.0825, 0.0182, 0.0379], [0.0575, 0.0333, -0.0539], [-0.0017, -0.0580, 0.0072], [0.0548, 0.0473, 0.0358], [0.1159, -0.0612, -0.0076]]}


Entry 5:
{"formula": "C5H10N2", "method": "wB97M-V/def2-TZVPD", "molar_mass_g_mol": 98.1, "smiles": "C[C@H]1N[C@H]1[C@H]1CN1", "homo_ev": -9.16, "e_tot_ev": -8324.689, "symbols": ["C", "C", "N", "C", "C", "C", "N", "H", "H", "H", "H", "H", "H", "H", "H", "H", "H"], "positions_angstrom": [[-2.05090, -0.27837, 0.00478], [-1.12593, -0.27938, -1.19615], [-0.29862, 0.86365, -1.54818], [0.34174, -0.31068, -0.95076], [0.99312, -0.52155, 0.39988], [2.22655, 0.21560, 0.77048], [0.95026, 0.50795, 1.42598], [-3.08120, 0.01810, -0.22038], [-1.69079, 0.34256, 0.83402], [-2.08588, -1.30897, 0.36456], [-1.52506, -0.73752, -2.09357], [-0.77212, 1.64192, -1.14374], [0.89715, -0.81054, -1.74086], [0.89567, -1.54311, 0.77362], [2.97277, -0.22733, 1.42859], [2.62683, 0.91377, 0.03970], [0.54317, 1.33427, 0.99649]], "atomic_forces_ev_per_a": [[0.0205, -0.0770, -0.0036], [-0.0718, -0.5413, -0.2004], [-0.4729, -0.1621, -0.7250], [-0.0183, -0.1640, -0.0801], [-0.1841, 0.0238, -0.1847], [0.2134, 0.0038, -0.1288], [-0.2506, 0.2606, -0.0030], [0.2254, 0.0452, -0.1584], [0.0599, -0.0884, -0.2280], [-0.1357, 0.0251, 0.1614], [-0.0458, -0.5608, 0.1807], [0.9344, 0.8822, 1.3109], [0.1459, 0.0519, 0.1028], [-0.1140, 0.2151, -0.0865], [-0.1974, -0.0406, -0.2174], [-0.1294, 0.0237, 0.1105], [0.0206, 0.1028, 0.1497]]}


Entry 6:
{"formula": "C5H10N2", "method": "wB97M-V/def2-TZVPD", "molar_mass_g_mol": 98.1, "homo_ev": -7.31, "e_tot_ev": -8322.314, "symbols": ["C", "C", "C", "C", "C", "N", "N", "H", "H", "H", "H", "H", "H", "H", "H", "H", "H"], "positions_angstrom": [[-1.38774, -0.67710, 0.79663], [-0.14692, -1.02828, -0.03114], [0.48043, 0.25183, -0.40946], [-0.42128, 1.20515, -1.08265], [1.81005, 0.59987, -0.02604], [2.65156, -0.07044, 0.69312], [-2.40105, -0.21420, -0.07772], [-1.09739, 0.05977, 1.55963], [-1.61969, -1.60983, 1.33858], [0.55296, -1.64267, 0.53370], [-0.48464, -1.61122, -0.89523], [-1.22572, 1.47426, -0.35618], [0.15693, 2.06635, -1.40640], [2.17345, 1.54584, -0.41240], [2.13453, -0.74211, 1.26672], [-0.96560, 0.67201, -1.86515], [-3.28494, -0.18353, 0.43158]], "atomic_forces_ev_per_a": [[-0.0901, -0.3079, -0.8777], [0.8110, -0.0007, 0.1033], [-2.3782, 0.0602, 0.3794], [1.9147, -0.9333, -0.1813], [1.4573, -0.0539, 0.4841], [-1.0308, 0.9762, 0.3329], [-0.0948, -0.5181, 0.2481], [-0.0259, 0.2780, 0.5431], [-0.0140, 0.1390, -0.0691], [-0.0006, -0.1524, 0.0336], [-0.1616, 0.1088, -0.0994], [-0.6669, -0.3283, 0.1431], [-0.3026, 0.2591, -0.1834], [0.2100, 0.0124, -0.4752], [0.2676, -0.6116, -0.5395], [-0.0309, 0.4727, -0.0530], [0.1360, 0.5996, 0.2111]]}


Entry 7:
{"formula": "C5H10N2", "method": "wB97M-V/def2-TZVPD", "molar_mass_g_mol": 98.1, "smiles": "C=C/C(=N\\C)NC", "homo_ev": -8.42, "e_tot_ev": -8325.787, "symbols": ["C", "C", "C", "N", "C", "N", "C", "H", "H", "H", "H", "H", "H", "H", "H", "H", "H"], "positions_angstrom": [[1.62824, 0.18335, -1.86280], [0.42228, 0.48140, -1.29638], [-0.12870, 0.16884, 0.05808], [-0.77539, -0.90160, 0.44755], [-1.02905, -1.89618, -0.63373], [-0.00979, 1.21637, 0.96154], [-0.30487, 1.05681, 2.37519], [1.81030, 0.61805, -2.78306], [2.38898, -0.46392, -1.44172], [-0.29688, 1.00305, -1.92243], [-0.16280, -2.58338, -0.67865], [-1.93049, -2.43498, -0.34209], [-1.14789, -1.37773, -1.61212], [0.68053, 1.86473, 0.73291], [-1.35518, 0.72447, 2.32332], [-0.19130, 1.99650, 2.89446], [0.40202, 0.34421, 2.77992]], "atomic_forces_ev_per_a": [[-2.3779, -0.2241, 2.6062], [1.3169, -0.5543, -0.8912], [-0.9122, -1.3668, 1.7728], [0.9638, 1.2245, -1.6441], [0.6471, 0.8585, 0.5480], [-0.1897, -0.6095, -0.5671], [-0.6760, -0.4362, -1.3774], [0.4481, 0.4966, -1.8719], [-0.0912, 0.2382, 0.2998], [0.1689, 0.3379, 0.0209], [-0.5437, 0.0942, -0.1710], [0.1022, -0.1023, -0.3149], [-0.0820, -0.6816, 0.4573], [1.1694, 1.0844, -0.4273], [0.5179, -0.1774, 1.0641], [-0.1365, 0.3176, -0.0285], [-0.3250, -0.4997, 0.5241]]}


Entry 8:
{"formula": "C5H10N2", "method": "wB97M-V/def2-TZVPD", "molar_mass_g_mol": 98.1, "smiles": "C=N/C=C/CCN", "homo_ev": -8.68, "e_tot_ev": -8324.383, "symbols": ["C", "N", "C", "C", "C", "C", "N", "H", "H", "H", "H", "H", "H", "H", "H", "H", "H"], "positions_angstrom": [[3.08158, 0.75971, 1.56801], [2.19962, -0.15799, 1.56676], [1.52833, -0.45524, 0.36284], [0.26403, -0.07023, 0.22058], [-0.41794, 0.02593, -1.12377], [-1.83213, -0.57934, -0.89718], [-2.67900, 0.25886, -0.05518], [3.88615, 0.71791, 0.81885], [2.97139, 1.60136, 2.25047], [2.00898, -1.03146, -0.43470], [-0.18369, 0.54435, 0.99636], [-0.56302, 1.00790, -1.56400], [0.07535, -0.60475, -1.86083], [-2.26186, -0.67903, -1.89954], [-1.75569, -1.59141, -0.48828], [-2.68363, -0.10231, 0.88859], [-3.63848, 0.35575, -0.34898]], "atomic_forces_ev_per_a": [[0.0469, -1.3492, -0.5719], [-1.5551, 2.2762, 0.5623], [0.5205, -1.8630, -0.2874], [0.8131, 1.9208, -0.9546], [-1.1591, -1.8734, 1.0695], [-0.1673, 0.1496, -1.1358], [0.2996, 0.1437, 0.3654], [-0.2886, 0.9283, -0.3678], [0.9647, -0.5311, 0.8348], [0.1849, 0.2480, 0.0310], [-0.0465, -0.3357, 0.2240], [0.3016, 0.3541, 0.4100], [0.2482, -0.0243, -0.0777], [-0.3393, -0.0113, 0.1720], [0.2027, 0.0141, -0.0801], [-0.0814, 0.1563, 0.0412], [0.0552, -0.2032, -0.2347]]}


Entry 9:
{"formula": "C5H10N2", "method": "wB97M-V/def2-TZVPD", "molar_mass_g_mol": 98.1, "smiles": "CN=C(C)C.C#N", "homo_ev": -9.19, "e_tot_ev": -8325.438, "symbols": ["C", "N", "C", "C", "C", "H", "H", "H", "H", "H", "H", "H", "H", "H", "C", "N", "H"], "positions_angstrom": [[-0.96815, 1.25812, -1.48902], [-1.08405, 0.45830, -0.30351], [-0.15352, -0.31847, 0.08018], [1.22430, -0.49344, -0.68039], [-0.52246, -1.54945, 0.86567], [-0.74710, 0.64708, -2.37931], [-0.16813, 2.00902, -1.38492], [-1.90899, 1.79169, -1.62881], [1.02357, -0.41863, -1.75698], [1.71369, -1.43574, -0.46674], [1.90034, 0.31182, -0.42669], [-1.50817, -1.43693, 1.31103], [-0.50184, -2.44241, 0.24571], [0.21013, -1.67022, 1.66204], [0.44614, 1.04534, 2.02653], [1.59549, 0.89200, 2.07248], [-0.55126, 1.35191, 2.25274]], "atomic_forces_ev_per_a": [[0.5940, 0.8240, 0.1243], [-0.2428, -0.7568, 0.5294], [0.5470, -1.9064, -3.1482], [-1.4200, 0.7852, 0.2239], [0.2070, 0.8997, 1.3576], [-0.1124, 0.1444, 0.2506], [-0.1060, -0.0763, -0.2095], [0.1114, -0.0573, -0.1650], [0.0870, -0.1393, 0.1852], [-0.0985, -0.1346, 0.1667], [0.1772, 0.1957, 0.0905], [-0.0947, -0.0431, -0.0312], [0.0550, 0.1290, -0.2688], [0.0402, -0.3644, 0.1460], [1.9716, 0.6239, 1.3554], [-1.5461, 0.0990, -0.2438], [-0.1701, -0.2227, -0.3630]]}


Entry 10:
{"formula": "C5H10N2", "method": "wB97M-V/def2-TZVPD", "molar_mass_g_mol": 98.1, "spin_multiplicity": 2, "homo_ev": [-13.80, -13.80], "e_tot_ev": -8316.156, "s2": 0.756, "charge": 1, "symbols": ["C", "C", "C", "C", "C", "N", "N", "H", "H", "H", "H", "H", "H", "H", "H", "H", "H"], "positions_angstrom": [[-1.13565, -0.79295, -0.35334], [-0.29009, 0.19860, -1.16068], [0.87326, 0.75293, -0.38021], [0.64873, 1.76606, 0.57860], [2.03218, -1.14301, 0.32824], [1.90119, -0.07645, -0.35127], [-1.69347, -0.20902, 0.87741], [-1.84074, -1.25310, -1.04312], [-0.51039, -1.59868, 0.04933], [-0.91143, 1.01404, -1.53363], [0.09573, -0.31754, -2.03938], [0.19806, 2.70408, 0.26370], [0.46293, 1.55748, 1.62617], [2.64016, -1.95349, -0.06829], [1.78940, -1.18203, 1.39313], [-1.55314, 0.79669, 0.89869], [-2.70671, -0.26360, 0.91464]], "atomic_forces_ev_per_a": [[0.5719, 0.0155, 1.2994], [-0.0603, 0.5291, -1.1345], [0.2417, -1.6171, 1.5733], [-0.7357, 1.6490, -0.7429], [1.9245, 0.1369, -0.1991], [-1.6970, -0.5386, 0.1478], [-0.5941, 0.6833, -0.3836], [-0.2286, 0.1900, 0.1075], [0.2280, -0.1889, -0.6887], [-0.1123, 0.0706, 0.1618], [0.1235, -0.0072, 0.0033], [0.0605, -0.0394, -0.0978], [0.9236, -0.4127, 0.1574], [0.3573, 0.2305, 0.1592], [-1.1049, -0.2373, -0.3098], [0.0717, -0.0057, -0.0605], [0.0303, -0.4581, 0.0071]]}